Molecular formula: C6H12N2O3S
Method: DFT, wB97M-V/def2-TZVPD

```
24
Properties=species:S:1:pos:R:3:forces:R:3
C 2.289958 1.556911 -1.047441 0.740 2.230 -1.474
C 1.761678 0.164167 -0.721067 -0.365 1.228 -2.528
N 0.544522 0.347359 0.025863 -1.135 -0.688 1.252
C -0.421739 -0.625328 0.178863 2.522 1.318 -1.467
O -0.320689 -1.772358 -0.280352 -0.178 0.568 -0.073
C -1.549003 -0.177658 0.997148 1.511 -0.317 3.204
N -1.441077 1.297619 1.324046 -2.471 -0.595 0.618
C -2.827190 -0.743696 0.531955 -1.960 -1.587 -0.900
S -3.277069 -0.245560 -1.182150 1.575 -2.343 -1.029
C 2.734015 -0.770475 -0.086605 3.861 1.183 2.565
O 3.878522 -0.428469 0.327258 -3.611 -1.090 -1.665
O 2.213518 -1.944440 0.158640 -0.898 -0.681 -0.960
H 2.950807 1.547724 -2.001666 -1.031 -0.203 1.638
H 1.340390 2.211169 -1.376768 2.241 -1.182 1.027
H 2.979647 2.064244 -0.244409 -1.753 -1.057 -1.262
H 1.468267 -0.261416 -1.736229 0.260 0.114 1.154
H 0.412285 1.224403 0.591600 0.008 -1.369 -0.905
H -1.167272 -0.788438 1.990774 -1.379 1.541 -1.745
H -2.122793 1.897432 0.690804 1.584 -1.731 2.017
H -1.710651 1.276420 2.363837 0.116 1.010 -2.293
H -3.679000 -0.484212 1.203929 0.692 -0.463 -0.461
H -2.777431 -1.856967 0.252124 0.096 1.587 1.848
H -2.562679 -1.513565 -1.664290 -1.491 2.917 0.417
H 1.282987 -1.974856 -0.295864 1.065 -0.392 1.023
```
Forces are in eV/Å.

Values from the calculation:
Net charge: 0
M: 192.240 g/mol
HOMO energy: -0.3563 Ha
ΔE to the lowest compared entry with this formula, charge and spin: 2.284 eV
SMILES: C[C@H](NC(=O)[C@@H](N)CS)C(=O)O

Atomic partial charges in e from the Löwdin method, atoms 1 to 6: number 1, C, carries -0.069; number 2, C, carries -0.328; number 3, N, carries 0.100; number 4, C, carries -0.473; number 5, O, carries 0.023; number 6, C, carries -0.429

=====

Molecular formula: C17H42Cl2N3O6PS
Method: DFT, wB97M-V/def2-TZVPD

```
72
Properties=species:S:1:pos:R:3:forces:R:3
C 5.019229 -3.706960 -6.154804 0.202 0.003 -0.244
C 3.662668 -3.500535 -5.587447 -0.564 0.073 0.067
Cl 3.538409 -3.691047 -3.865044 -0.056 -0.022 -0.007
C 2.543975 -3.222336 -6.268239 0.655 -0.305 0.034
Cl 2.618517 -3.054904 -7.992922 -0.186 -0.033 0.048
O 1.316011 -3.067508 -5.705660 0.125 0.469 0.330
S 1.197016 -1.441435 -5.161214 -0.191 0.000 0.333
O 0.797950 -0.726949 -6.341582 -0.007 0.268 -0.215
O -0.125747 -1.625396 -4.238577 0.792 -0.526 -1.733
P -1.617850 -2.104623 -4.931842 -2.123 -0.174 2.532
C -2.267226 -0.886301 -6.123731 0.724 -0.073 -0.838
C -1.512907 -3.748962 -5.710435 0.320 0.491 -0.714
H 5.778365 -3.489311 -5.413579 0.064 0.016 0.143
H 5.194997 -3.074130 -7.017253 -0.079 0.160 -0.108
H 5.156596 -4.732404 -6.491873 -0.039 -0.183 0.067
H -2.207016 -1.201263 -7.164754 0.079 -0.078 -0.087
H -1.739502 0.060110 -6.067007 0.111 0.091 0.191
H -3.306438 -0.712901 -5.868805 -0.123 -0.083 0.177
H -1.160576 -3.769931 -6.739402 0.296 -0.134 0.006
H -0.954503 -4.415072 -5.063795 0.229 -0.036 0.001
H -2.540544 -4.104721 -5.708300 -0.228 0.112 0.072
C -2.356867 0.112554 -0.142630 -0.003 -0.145 -0.004
C -1.681347 0.619443 -1.413846 -0.167 0.108 0.193
C -0.406616 1.434628 -1.156809 0.123 -0.126 -0.229
O -0.623298 2.754534 -0.694610 0.124 -0.096 0.112
C -0.894388 2.858119 0.688188 -0.138 0.274 -0.066
N -2.660444 1.368503 -2.208542 0.186 0.058 -0.093
H -2.914288 0.896826 0.368557 0.047 0.039 0.013
H -3.066517 -0.676878 -0.390444 -0.019 0.028 -0.045
H -1.626754 -0.298093 0.557885 -0.008 0.041 0.028
H -1.382233 -0.258477 -1.994287 0.063 0.036 -0.052
H 0.120994 1.545267 -2.108271 -0.017 0.061 -0.004
H 0.270120 0.899125 -0.476105 -0.063 -0.010 0.066
H -0.348116 2.109843 1.271483 -0.085 -0.086 -0.015
H -1.966094 2.766225 0.880862 0.034 -0.135 0.156
H -0.583704 3.851473 1.016163 0.058 0.002 -0.060
H -2.245090 1.611388 -3.103748 -0.054 -0.096 -0.049
H -2.802090 2.266589 -1.753736 -0.093 -0.025 0.051
C -3.772755 0.360226 6.161873 0.022 -0.060 0.147
C -3.311376 -0.593338 5.063585 -0.113 0.252 -0.054
C -1.988271 -0.185189 4.400053 0.011 -0.219 0.022
O -2.103450 0.891418 3.483714 0.210 0.092 0.088
C -2.140889 2.178339 4.072836 -0.119 -0.006 -0.230
N -4.395190 -0.750355 4.088420 0.179 -0.091 -0.089
H -4.213557 1.269435 5.754747 0.023 0.004 -0.046
H -4.535953 -0.118072 6.774966 -0.029 -0.009 -0.040
H -2.943898 0.641136 6.814824 0.000 0.017 -0.010
H -3.138869 -1.567436 5.530614 0.055 -0.029 -0.049
H -1.629687 -1.033163 3.811326 -0.010 0.051 -0.084
H -1.214724 0.028244 5.148452 -0.039 0.075 0.028
H -1.512661 2.240193 4.966677 -0.043 -0.055 0.046
H -3.166723 2.460946 4.318765 0.056 0.087 0.156
H -1.770321 2.893429 3.337240 0.038 -0.042 -0.021
H -4.139367 -1.469238 3.417447 -0.068 -0.074 0.057
H -4.435090 0.099994 3.533026 -0.081 0.043 0.049
C 3.603904 -0.134841 3.260088 -0.001 -0.136 -0.086
C 2.430753 0.784500 2.933964 0.208 0.001 0.186
C 2.841903 2.089158 2.236530 -0.210 0.002 -0.118
O 3.421097 3.055929 3.090648 0.086 -0.034 -0.044
C 4.793420 2.867308 3.379245 -0.069 0.141 0.109
N 1.668709 1.032767 4.162456 -0.114 0.178 -0.142
H 4.159361 0.206466 4.132858 -0.005 0.060 -0.003
H 3.241515 -1.137958 3.483477 -0.028 0.016 0.036
H 4.295078 -0.206752 2.417972 0.011 0.012 0.010
H 1.779030 0.245215 2.238816 -0.044 0.077 -0.036
H 1.937987 2.559139 1.840814 0.009 0.056 0.036
H 3.499043 1.892603 1.378854 0.064 -0.069 0.057
H 5.330883 2.448415 2.523666 -0.007 -0.055 0.005
H 4.932463 2.225617 4.252437 0.084 -0.078 -0.064
H 5.217019 3.843810 3.612289 -0.031 0.021 -0.031
H 0.826460 1.553072 3.928321 -0.073 -0.125 -0.018
H 2.209462 1.684494 4.725153 0.038 -0.069 0.074
```
Forces are in eV/Å.

Values from the calculation:
Net charge: 0
M: 518.485 g/mol
HOMO energy: -0.3017 Ha
ΔE to the lowest compared entry with this formula, charge and spin: 0.470 eV

Atomic partial charges in e from the Löwdin method, atoms 1 to 6: number 1, C, carries -0.129; number 2, C, carries -0.717; number 3, Cl, carries 0.705; number 4, C, carries -0.862; number 5, Cl, carries 0.740; number 6, O, carries -0.354

=====

Molecular formula: C2H4OS2
Method: DFT, wB97M-V/def2-TZVPD

```
9
Properties=species:S:1:pos:R:3:forces:R:3
C 0.532516 -0.344894 0.322197 -1.400 -0.850 4.069
C -0.121749 -0.784856 -0.933846 1.357 0.311 -0.288
O -1.653507 1.051772 1.332123 1.662 0.182 0.189
S -0.166350 1.257008 1.098076 -2.126 -1.503 -0.377
S 0.601538 -0.627435 -2.356735 0.438 0.204 -0.410
H 0.492722 -1.055752 1.314978 -0.633 1.262 -2.605
H 1.569106 -0.139721 0.347493 1.242 0.277 -1.079
H -1.081862 -1.222584 -1.026491 -1.016 -0.250 1.009
H -0.172416 1.866462 -0.097796 0.476 0.367 -0.508
```
Forces are in eV/Å.

Values from the calculation:
Net charge: 0
M: 108.187 g/mol
HOMO energy: -0.3365 Ha
ΔE to the lowest compared entry with this formula, charge and spin: 2.382 eV

Atomic partial charges in e from the Löwdin method, atoms 1 to 6: number 1, C, carries -0.451; number 2, C, carries -0.715; number 3, O, carries -0.619; number 4, S, carries 0.885; number 5, S, carries 0.712; number 6, H, carries 0.143

=====

| no. | maximum force (eV/Å) | Kohn-Sham gap (Eh) |
| --- | --- | --- |
| 1 | 4.78 | 0.36289 |
| 2 | 3.31 | 0.31796 |
| 3 | 4.39 | 0.30235 |